[1]
Computed, not measured: a molecular structure, C30H28BrCoN7O3S2, with ωB97M-V/def2-TZVPD.

```
72
Properties=species:S:1:pos:R:3:mulliken_charge:R:1
Co -0.576 0.957 -1.188 -0.37
O -1.131 -3.143 2.676 -0.66
C -2.231 -3.215 1.875 0.78
C -3.184 -4.217 2.020 -0.74
C -4.304 -4.226 1.203 -0.54
C -4.483 -3.236 0.244 -0.79
C -3.513 -2.258 0.088 -0.61
C -2.375 -2.251 0.882 -0.21
C -1.284 -1.239 0.613 0.28
O -1.006 -1.045 -0.751 -0.07
N -1.799 0.055 1.104 -0.47
N -0.751 1.012 0.971 -0.12
C -1.183 2.202 0.747 -0.46
C -0.181 3.291 0.688 -0.21
Br -0.082 4.164 -0.981 -0.02
C 0.616 3.550 1.719 -0.25
C 1.703 4.540 1.816 0.10
C 1.553 5.864 1.413 -0.23
C 2.610 6.754 1.528 -0.73
C 3.827 6.332 2.042 -0.38
C 3.982 5.017 2.459 -0.71
C 2.922 4.131 2.357 -0.24
H -0.793 -4.031 2.876 0.37
H -3.044 -4.981 2.776 0.38
H -5.041 -5.010 1.321 0.38
H -5.361 -3.242 -0.389 0.41
H -3.598 -1.505 -0.687 0.32
H -0.367 -1.508 1.147 0.85
H -2.018 -0.030 2.095 0.39
H -2.251 2.410 0.683 0.87
H 0.471 2.908 2.584 0.50
H 0.603 6.201 1.020 0.52
H 2.481 7.783 1.217 0.39
H 4.651 7.029 2.128 0.38
H 4.926 4.684 2.871 0.38
H 3.037 3.107 2.695 0.41
C -5.097 1.332 -3.747 -0.78
S -3.626 0.965 -4.712 -0.01
C -2.362 0.995 -3.516 0.59
S -2.683 1.343 -1.864 -0.44
N -1.183 0.733 -4.019 -1.68
N -0.220 0.772 -3.059 1.27
C 1.006 0.614 -3.388 -0.33
C 1.966 0.659 -2.290 0.89
C 3.327 0.483 -2.459 -1.03
C 4.143 0.499 -1.341 -0.46
C 3.571 0.689 -0.095 -1.27
C 2.199 0.862 -0.010 -0.18
N 1.417 0.864 -1.081 0.69
H -5.918 1.306 -4.462 0.36
H -5.265 0.585 -2.976 0.25
H -5.039 2.320 -3.298 0.29
H 1.296 0.437 -4.418 0.42
H 3.728 0.313 -3.448 0.51
H 5.210 0.354 -1.442 0.42
H 4.169 0.697 0.805 0.49
H 1.696 0.982 0.939 0.63
N 2.635 -4.241 2.316 -0.45
C 1.450 -4.584 1.705 0.34
O 0.745 -5.456 2.219 -0.73
C 1.084 -3.894 0.471 0.47
C -0.074 -4.309 -0.227 -0.18
C -0.555 -3.565 -1.252 -0.92
C 0.039 -2.274 -1.503 -0.44
N 1.336 -2.059 -1.073 -0.17
C 1.764 -2.808 -0.066 -0.85
H 2.729 -4.595 3.253 0.26
H 3.052 -3.348 2.125 0.17
H -0.543 -5.242 0.063 0.53
H -1.424 -3.873 -1.819 0.31
H -0.162 -1.855 -2.484 0.60
H 2.764 -2.558 0.290 0.51
```

Calculated values
Energy relative to the best compared isomer or geometry (same formula, charge and spin) ... 151.2 kJ/mol
Expectation value of S² ... 0.77
Max |F| ... 0.95 eV/Å
Energy ... -177475.78988 eV
Multiplicity ... 2
Net charge ... 0

[2]
Computed, not measured: a molecular structure, C30H28ClMoN5O7S2, with ωB97M-V/def2-TZVPD.

```
74
Properties=species:S:1:pos:R:3:mulliken_charge:R:1
Mo -0.382 -0.210 -1.143 0.52
Cl -5.152 5.389 0.683 -0.24
C -3.976 4.256 0.084 0.12
C -2.826 4.008 0.821 -0.93
C -1.890 3.100 0.364 -0.17
C -2.085 2.424 -0.851 0.16
O -1.222 1.552 -1.294 -0.36
C -3.257 2.699 -1.606 1.02
C -3.542 2.104 -2.919 -0.46
O -2.762 1.549 -3.657 -0.41
C -4.196 3.609 -1.114 -0.92
H -2.670 4.520 1.761 0.45
H -1.006 2.889 0.949 0.44
H -4.571 2.325 -3.267 0.23
H -5.099 3.809 -1.675 0.37
C 0.357 -4.383 2.789 -0.90
C 1.777 -3.874 2.586 -0.58
N 1.977 -3.289 1.253 0.09
C 2.496 -4.164 0.196 -0.86
C 1.394 -4.820 -0.627 -0.56
C 1.557 -2.048 0.999 0.65
S 1.791 -1.412 -0.590 -0.48
N 1.086 -1.381 2.065 -0.24
C 0.208 -0.400 1.955 -0.27
O -0.417 -0.038 0.919 -0.18
C -0.130 0.335 3.204 0.51
C 0.722 0.287 4.306 -0.47
C 0.411 0.998 5.453 -0.72
C -0.760 1.743 5.509 -0.42
C -1.618 1.778 4.418 -0.91
C -1.305 1.079 3.263 -0.23
H 0.241 -4.760 3.806 0.38
H 0.119 -5.194 2.103 0.26
H -0.366 -3.586 2.633 0.18
H 2.504 -4.680 2.680 0.40
H 2.016 -3.110 3.324 0.33
H 3.113 -4.913 0.692 0.39
H 3.156 -3.577 -0.442 0.45
H 0.812 -5.521 -0.032 0.27
H 1.840 -5.371 -1.457 0.36
H 0.718 -4.070 -1.036 -0.11
H 1.623 -0.308 4.247 0.43
H 1.074 0.967 6.307 0.42
H -1.006 2.291 6.410 0.39
H -2.538 2.346 4.469 0.45
H -1.973 1.084 2.412 0.63
O -2.289 -2.637 0.720 -0.66
S -2.240 -2.246 -0.654 1.31
O -3.058 -2.981 -1.576 -0.70
O -2.404 -0.719 -0.843 -0.41
O -0.769 -2.244 -1.175 -0.38
C 4.022 3.112 0.480 -0.57
C 4.412 2.741 -0.800 -0.59
C 3.548 2.031 -1.614 -0.80
C 2.296 1.697 -1.116 -0.33
C 1.892 2.054 0.163 1.40
C 2.765 2.775 0.960 -1.09
N 1.359 0.953 -1.921 1.95
N 1.507 1.061 -3.158 -1.23
C 0.559 0.325 -3.942 0.02
C 0.662 0.384 -5.313 -0.54
C -0.264 -0.348 -6.054 -0.47
C -1.216 -1.090 -5.388 -0.89
C -1.246 -1.086 -3.991 -0.17
N -0.369 -0.384 -3.300 0.92
H 4.708 3.664 1.109 0.41
H 5.395 3.002 -1.166 0.40
H 3.842 1.729 -2.608 0.48
H 0.910 1.776 0.520 0.15
H 2.460 3.062 1.956 0.47
H 1.436 0.984 -5.767 0.54
H -0.234 -0.335 -7.133 0.41
H -1.950 -1.671 -5.925 0.47
H -1.975 -1.642 -3.412 0.42
```

Calculated values
Energy relative to the best compared isomer or geometry (same formula, charge and spin) ... 0.0 kJ/mol
Expectation value of S² ... 2.02
Max |F| ... 1.65 eV/Å
Energy ... -89398.76014 eV
Multiplicity ... 3
Net charge ... 0